# 1
Below is an isolated ion of composition CH4BrN2 and charge +1, with properties calculated with ωB97M-V/def2-TZVPD.

Geometry as XYZ:
```
8
Properties=species:S:1:pos:R:3:mulliken_charge:R:1
C -0.492 -0.279 -0.308 0.185
N -0.028 0.310 0.682 -0.163
N 0.274 -0.567 -1.823 -0.363
Br -0.509 -1.989 -2.761 0.130
H -1.514 -0.473 -0.658 0.340
H -0.819 0.453 1.386 0.334
H 0.880 0.532 0.903 0.247
H 1.258 -0.364 -1.867 0.289
```

## Properties
* total charge: +1
* strongest force on any atom: 9.92 eV/Å
* SMILES string: N/C=[NH+]/Br
* total energy: -74114.2316 eV
* 2S+1: 1



# 2
Below is a 2-piece molecular cluster, CH4BrOP overall, with properties calculated with ωB97M-V/def2-TZVPD.

Geometry as XYZ:
```
8
Properties=species:S:1:pos:R:3:mulliken_charge:R:1
C -0.424 0.018 0.062 -0.024
O -1.511 0.727 -0.364 -0.468
P -0.361 -1.657 0.039 -0.148
Br 2.897 -0.244 0.336 -0.164
H 0.373 0.556 0.548 0.241
H -1.375 1.683 -0.148 0.326
H 2.003 0.761 0.285 0.205
H -1.603 -1.843 -0.757 0.032
```

## Properties
* strongest force on any atom: 2.57 eV/Å
* SMILES string: [H]/P=C\O.Br
* total energy: -82478.6035 eV
* 2S+1: 1



# 3
Below is a single CH4BrP molecule, with properties calculated with ωB97M-V/def2-TZVPD.

Geometry as XYZ:
```
7
Properties=species:S:1:pos:R:3:mulliken_charge:R:1
C 1.250 0.364 -0.145 -0.746
P -2.473 -1.128 -0.215 -0.129
Br -0.484 -0.897 0.696 0.053
H 0.750 1.361 -0.363 0.260
H 1.623 -0.229 -0.959 0.271
H 2.037 0.492 0.596 0.291
H -2.704 0.036 0.388 0.000
```

## Properties
* strongest force on any atom: 2.31 eV/Å
* total energy: -80429.6628 eV
* 2S+1: 1